C38H92N6O18Sr2 as an isolated structure at a distorted geometry. Source: OMol25; level of theory: wB97M-V/def2-TZVPD.

Geometry (Å):
1 Sr 1.246 5.906 2.785
2 Sr -5.267 2.475 5.855
3 O -1.233 -0.289 0.861
4 C -2.084 0.378 1.616
5 O -3.096 -0.135 2.173
6 O -1.899 1.621 1.792
7 H -0.593 0.421 0.776
8 O 6.577 2.976 -0.524
9 C 5.593 3.503 0.150
10 O 4.607 2.761 0.383
11 O 5.517 4.714 0.465
12 H 6.080 2.155 -0.565
13 C 0.973 0.154 -8.114
14 O 2.031 1.062 -7.980
15 C 3.115 0.533 -7.207
16 C 4.392 1.348 -7.089
17 N 4.748 1.960 -8.330
18 C 5.708 3.011 -8.043
19 C 6.178 3.769 -9.283
20 O 5.217 4.376 -10.025
21 C 5.642 4.903 -11.263
22 H 1.345 -0.767 -8.563
23 H 0.143 0.625 -8.640
24 H 0.613 -0.088 -7.113
25 H 3.567 -0.360 -7.638
26 H 2.782 0.259 -6.206
27 H 5.169 0.729 -6.642
28 H 4.192 2.163 -6.393
29 H 3.900 2.248 -8.797
30 H 6.627 2.657 -7.575
31 H 5.177 3.712 -7.399
32 H 6.590 3.069 -10.010
33 H 6.973 4.453 -8.985
34 H 4.726 5.363 -11.634
35 H 6.031 4.096 -11.884
36 H 6.381 5.662 -11.010
37 C 3.079 -5.719 4.761
38 O 3.843 -4.523 4.591
39 C 3.457 -3.491 5.481
40 C 4.326 -2.286 5.204
41 N 5.721 -2.663 5.310
42 C 6.733 -1.733 4.813
43 C 6.905 -0.501 5.689
44 O 8.238 0.037 5.698
45 C 8.427 0.792 4.506
46 H 2.761 -5.958 5.775
47 H 3.652 -6.581 4.419
48 H 2.170 -5.632 4.165
49 H 3.529 -3.831 6.515
50 H 2.431 -3.218 5.235
51 H 4.062 -1.512 5.924
52 H 4.022 -1.870 4.244
53 H 5.683 -3.549 4.827
54 H 6.717 -1.453 3.760
55 H 7.687 -2.255 4.883
56 H 6.623 -0.820 6.692
57 H 6.132 0.224 5.432
58 H 7.863 1.724 4.491
59 H 8.345 0.223 3.579
60 H 9.466 1.122 4.510
61 C 7.352 -3.775 -2.833
62 O 5.951 -3.969 -2.617
63 C 5.701 -5.210 -1.977
64 C 4.178 -5.469 -1.909
65 N 3.568 -5.933 -3.153
66 C 2.104 -6.132 -2.978
67 C 1.534 -6.712 -4.306
68 O 0.125 -6.558 -4.360
69 C -0.373 -6.906 -5.573
70 H 7.429 -2.935 -3.525
71 H 7.888 -4.599 -3.303
72 H 7.848 -3.453 -1.918
73 H 6.082 -5.159 -0.957
74 H 6.203 -6.068 -2.424
75 H 3.735 -4.504 -1.662
76 H 3.922 -6.173 -1.117
77 H 3.742 -5.108 -3.709
78 H 1.675 -5.133 -2.907
79 H 1.848 -6.737 -2.108
80 H 1.760 -7.774 -4.398
81 H 2.014 -6.099 -5.069
82 H -1.459 -6.944 -5.653
83 H -0.151 -7.942 -5.831
84 H 0.013 -6.321 -6.407
85 C -7.843 3.085 2.487
86 O -8.155 2.155 3.541
87 C -9.580 1.952 3.801
88 C -9.821 0.648 4.509
89 N -9.045 0.549 5.722
90 C -8.823 -0.878 5.967
91 C -7.913 -1.130 7.163
92 O -6.580 -0.580 6.930
93 C -5.594 -1.378 7.629
94 H -8.255 4.092 2.536
95 H -8.285 2.814 1.528
96 H -6.785 3.019 2.234
97 H -10.148 2.089 2.881
98 H -9.974 2.763 4.414
99 H -9.606 -0.141 3.788
100 H -10.900 0.554 4.635
101 H -9.658 0.798 6.485
102 H -8.449 -1.380 5.074
103 H -9.798 -1.338 6.125
104 H -7.830 -2.179 7.448
105 H -8.316 -0.718 8.088
106 H -4.719 -0.753 7.803
107 H -5.308 -2.215 6.991
108 H -5.909 -1.684 8.627
109 C -6.277 -8.353 3.049
110 O -5.860 -7.857 1.773
111 C -6.073 -6.459 1.590
112 C -6.122 -6.137 0.084
113 N -6.956 -4.900 -0.148
114 C -6.874 -4.328 -1.492
115 C -7.489 -2.914 -1.295
116 O -8.885 -2.835 -1.263
117 C -9.632 -3.356 -2.349
118 H -5.691 -7.846 3.816
119 H -6.134 -9.430 3.133
120 H -7.288 -8.045 3.317
121 H -5.395 -5.874 2.211
122 H -7.057 -6.250 2.011
123 H -6.480 -6.990 -0.493
124 H -5.121 -6.054 -0.339
125 H -6.845 -4.161 0.531
126 H -7.459 -4.918 -2.198
127 H -5.809 -4.243 -1.707
128 H -7.129 -2.245 -2.076
129 H -7.167 -2.460 -0.357
130 H -10.664 -3.007 -2.344
131 H -9.636 -4.446 -2.347
132 H -9.144 -2.985 -3.251
133 C 3.929 9.067 3.817
134 O 2.621 9.418 3.437
135 C 2.601 10.769 2.879
136 C 1.343 10.827 1.977
137 N 1.366 9.904 0.854
138 C 0.244 10.110 -0.061
139 C 0.190 8.954 -1.075
140 O 0.321 7.660 -0.403
141 C 0.257 6.601 -1.351
142 H 3.904 8.060 4.232
143 H 4.214 9.719 4.643
144 H 4.656 9.122 3.007
145 H 3.445 11.010 2.233
146 H 2.565 11.553 3.635
147 H 1.192 11.842 1.610
148 H 0.526 10.674 2.682
149 H 2.170 10.183 0.309
150 H 0.291 11.041 -0.626
151 H -0.685 10.113 0.510
152 H 1.108 8.939 -1.663
153 H -0.701 9.120 -1.680
154 H 1.069 6.740 -2.064
155 H -0.677 6.622 -1.913
156 H 0.303 5.568 -1.005

Charge: +2
HOMO energy: -10.2 eV
Kohn-Sham gap: 1.7 eV
ΔE to the lowest compared entry with this formula, charge and spin: 142.0 kcal/mol

Atomic partial charges in e from the Mulliken method, atoms 1 to 8: 1.6121, 1.6671, -0.3842, 0.7443, -0.6596, -0.7696, 0.2816, -0.4324